[1]
{"formula": "C4H13N2O", "method": "ωB97M-V with the def2-TZVPD basis set", "elements": ["C", "C", "C", "C", "N", "N", "H", "H", "H", "H", "H", "H", "H", "H", "H", "H", "H", "H", "H", "O"], "coordinates": [[0.645, -0.762, 1.523], [0.321, 0.676, 0.961], [-1.056, 0.897, 0.281], [-2.541, -0.249, -1.304], [-1.394, -0.085, -0.815], [0.817, -1.705, 0.315], [-0.099, -1.108, 2.248], [1.623, -0.840, 2.014], [0.190, 1.232, 1.915], [1.164, 1.026, 0.372], [-1.884, 0.820, 1.003], [-1.205, 1.884, -0.167], [-3.404, 0.213, -0.818], [-2.586, -0.813, -2.237], [1.746, -1.682, -0.129], [0.561, -2.698, 0.435], [0.134, -1.342, -0.372], [1.709, 1.864, -2.058], [3.079, 1.339, -1.763], [2.180, 1.331, -1.404]], "lowdin_charge": [-0.07, -0.12, -0.08, 0.19, 0.17, 0.20, 0.14, 0.14, 0.15, 0.08, 0.16, 0.15, 0.17, 0.15, 0.18, 0.19, 0.12, 0.06, 0.07, -0.06], "charge": 2, "spin_multiplicity": 2, "lumo_ev": [-9.085, -12.968], "homo_lumo_gap_ev": [9.54, 5.65], "e_above_lowest_kcal_mol": 65.8, "s2": 0.76}


[2]
{"formula": "C4H13N2O2", "method": "ωB97M-V with the def2-TZVPD basis set", "elements": ["O", "C", "N", "C", "N", "C", "C", "H", "H", "H", "H", "H", "H", "H", "H", "H", "H", "H", "H", "H", "O"], "coordinates": [[-0.247, -2.127, 0.926], [0.794, -1.649, 0.314], [2.061, -2.196, 0.597], [0.597, -0.503, -0.558], [-0.745, 0.016, -0.134], [-1.472, 0.755, -1.145], [1.642, 0.596, -0.560], [1.943, -3.070, 1.048], [2.708, -2.205, -0.180], [0.392, -0.805, -1.641], [-1.222, -0.789, 0.325], [-0.638, 0.645, 0.666], [-1.438, 0.197, -2.074], [-2.513, 0.832, -0.862], [-1.083, 1.746, -1.225], [2.638, 0.166, -0.622], [1.534, 1.247, -1.439], [1.608, 1.242, 0.317], [-1.923, 1.583, 2.698], [-2.419, 2.629, 1.764], [-2.216, 1.690, 1.787]], "lowdin_charge": [-0.15, -0.55, 0.09, -0.35, -0.02, -0.05, -0.05, 0.06, 0.06, 0.13, 0.14, 0.13, 0.09, 0.09, 0.09, 0.07, 0.07, 0.08, 0.06, 0.05, -0.04], "spin_multiplicity": 2, "lumo_ev": [0.206, 0.146], "homo_lumo_gap_ev": [3.57, 8.46], "e_above_lowest_kcal_mol": 10.3, "s2": 0.75}


[3]
{"formula": "C4H13N2O2", "method": "ωB97M-V with the def2-TZVPD basis set", "elements": ["N", "C", "C", "C", "N", "C", "O", "H", "H", "H", "H", "H", "H", "H", "H", "H", "H", "H", "H", "H", "O"], "coordinates": [[0.113, 2.025, -0.636], [0.636, 0.923, 0.288], [-0.420, 0.758, 1.350], [0.703, -0.284, -0.723], [0.579, -1.522, -0.200], [1.249, -1.953, 1.037], [0.545, -0.008, -1.892], [-0.853, 1.795, -0.818], [0.377, 2.980, -0.404], [0.588, 1.911, -1.541], [1.633, 1.209, 0.617], [-1.398, 0.487, 0.955], [-0.108, 0.012, 2.076], [-0.518, 1.605, 2.020], [0.477, -2.265, -0.878], [0.538, -1.882, 1.863], [2.105, -1.356, 1.337], [1.463, -3.016, 0.982], [-3.124, -0.467, -1.234], [-2.136, -0.838, -2.378], [-2.449, -0.113, -1.822]], "lowdin_charge": [0.22, -0.20, -0.03, -0.45, 0.05, -0.05, 0.07, 0.14, 0.18, 0.16, 0.16, 0.10, 0.08, 0.10, 0.15, 0.07, 0.10, 0.10, 0.05, 0.05, -0.05], "charge": 1, "spin_multiplicity": 1, "lumo_ev": -3.061, "homo_lumo_gap_ev": 10.98, "e_above_lowest_kcal_mol": 37.6}


[4]
{"formula": "C4H13N2OP", "method": "ωB97M-V with the def2-TZVPD basis set", "elements": ["H", "N", "P", "C", "N", "C", "C", "H", "H", "H", "H", "H", "H", "H", "H", "C", "O", "H", "H", "H", "H"], "coordinates": [[1.204, 2.171, -0.400], [1.251, 1.316, -1.019], [-0.249, 0.801, -0.952], [-1.644, 1.636, -0.054], [-0.857, -0.505, -1.555], [0.004, -1.454, -2.146], [1.409, -1.517, -1.618], [-1.909, 2.572, -0.597], [-2.375, 0.935, 0.009], [-1.236, 2.082, 0.841], [0.027, -1.273, -3.205], [-0.528, -2.413, -1.891], [1.327, -1.456, -0.481], [1.885, -2.447, -1.997], [1.881, -0.657, -2.087], [-0.200, -0.276, 2.916], [0.590, 0.777, 3.554], [-0.310, -1.210, 3.431], [0.243, -0.607, 1.946], [-1.204, 0.150, 2.499], [0.691, 1.373, 2.807]], "lowdin_charge": [-0.01, -0.21, 0.74, -0.18, -0.23, -0.44, -0.15, 0.06, -0.01, 0.02, 0.10, 0.11, 0.08, 0.08, 0.04, -0.15, -0.12, 0.07, 0.06, 0.09, 0.05], "spin_multiplicity": 1, "lumo_ev": 0.333, "homo_lumo_gap_ev": 9.48, "smiles": "[H]/N=P(\\C)=N/CC.CO", "e_above_lowest_kcal_mol": 76.8}


[5]
{"formula": "C4H13N2OS", "method": "ωB97M-V with the def2-TZVPD basis set", "elements": ["N", "C", "C", "S", "C", "N", "C", "H", "H", "H", "H", "H", "H", "H", "H", "H", "H", "H", "H", "H", "O"], "coordinates": [[-0.186, -0.565, -1.035], [-0.169, 0.361, 0.110], [-1.660, 0.519, 0.493], [-2.607, 1.330, -0.841], [0.785, -0.177, 1.168], [3.739, 0.426, 0.508], [3.763, 0.309, -0.791], [-0.972, -0.358, -1.646], [0.664, -0.482, -1.581], [0.200, 1.341, -0.230], [-1.784, 1.093, 1.415], [-2.049, -0.480, 0.745], [1.280, -1.084, 0.773], [1.675, 0.440, 1.312], [0.412, -0.525, 2.137], [4.642, 0.676, -1.359], [2.943, 0.239, -1.535], [3.199, -0.507, 0.281], [-5.390, -1.025, 0.052], [-4.037, -0.333, -0.107], [-4.449, -1.196, 0.133]], "lowdin_charge": [-0.02, -0.54, -0.70, 0.22, -0.10, 0.02, -0.18, 0.00, 0.03, 0.10, 0.04, 0.05, 0.05, 0.02, 0.07, 0.05, 0.07, 0.05, 0.00, -0.10, -0.15], "charge": -1, "spin_multiplicity": 1, "lumo_ev": 2.925, "homo_lumo_gap_ev": 5.77, "e_above_lowest_kcal_mol": 73.2}


[6]
{"formula": "C4H13N2OS", "method": "ωB97M-V with the def2-TZVPD basis set", "elements": ["O", "C", "C", "N", "H", "H", "H", "H", "H", "C", "C", "S", "N", "H", "H", "H", "H", "H", "H", "H", "H"], "coordinates": [[-0.032, -1.670, -0.782], [0.587, -2.583, -1.293], [1.816, -2.410, -2.142], [2.778, -3.426, -1.757], [0.272, -3.620, -1.112], [1.519, -2.591, -3.178], [2.145, -1.369, -2.076], [3.410, -3.626, -2.521], [3.350, -3.111, -0.981], [-1.632, 1.380, 0.423], [-0.410, 1.902, 1.152], [-0.866, 2.807, 2.646], [-1.225, 0.754, -0.890], [-2.333, 2.180, 0.199], [-2.141, 0.609, 0.999], [0.133, 2.612, 0.520], [0.273, 1.083, 1.383], [-1.306, 1.739, 3.327], [-2.039, 0.408, -1.399], [-0.590, -0.067, -0.771], [-0.771, 1.454, -1.485]], "lowdin_charge": [0.00, -0.19, -0.24, 0.01, 0.14, 0.13, 0.12, 0.08, 0.08, -0.22, -0.58, 0.77, 0.17, 0.12, 0.13, 0.08, 0.08, -0.12, 0.17, 0.09, 0.17], "charge": 1, "spin_multiplicity": 1, "lumo_ev": -3.174, "homo_lumo_gap_ev": 9.57, "e_above_lowest_kcal_mol": 21.1}


[7]
{"formula": "C4H13N2S", "method": "ωB97M-V with the def2-TZVPD basis set", "elements": ["N", "C", "C", "C", "S", "C", "N", "H", "H", "H", "H", "H", "H", "H", "H", "H", "H", "H", "H", "H"], "coordinates": [[-2.310, -0.341, 0.689], [-0.966, -0.249, 0.450], [-0.001, 0.731, 1.329], [1.444, 0.914, 0.870], [2.206, -0.257, -0.224], [-0.826, -0.096, -1.084], [-1.734, -1.045, -1.707], [0.174, 3.347, -0.734], [-2.708, -0.979, 1.392], [-0.542, 3.018, -0.867], [-0.478, -1.201, 0.786], [-0.299, 0.229, 2.258], [-0.267, 1.716, 1.853], [2.064, 0.933, 1.765], [1.569, 1.884, 0.305], [1.116, -1.008, 1.653], [-1.250, 0.876, -1.407], [0.185, -0.382, -1.571], [-2.451, -1.454, -1.099], [-2.126, -0.889, -2.634]], "lowdin_charge": [0.27, -0.43, -0.21, -0.72, 0.82, -0.24, 0.10, 0.06, 0.12, 0.05, 0.11, 0.11, 0.16, 0.07, 0.06, 0.28, 0.12, 0.08, 0.09, 0.12], "charge": 1, "spin_multiplicity": 1, "lumo_ev": -8.331, "homo_lumo_gap_ev": 4.89, "e_above_lowest_kcal_mol": 290.2}


[8]
{"formula": "C4H13N2S", "method": "ωB97M-V with the def2-TZVPD basis set", "elements": ["N", "C", "C", "N", "C", "C", "S", "H", "H", "H", "H", "H", "H", "H", "H", "H", "H", "H", "H", "H"], "coordinates": [[1.876, -0.966, -1.423], [2.253, 0.049, -0.227], [1.027, 1.060, -0.382], [-0.313, 0.331, -0.150], [-1.020, -0.414, 0.991], [-2.532, -0.446, 0.553], [-3.138, 1.335, 0.563], [2.654, -1.605, -1.349], [2.155, -0.292, -2.151], [0.907, -1.220, -1.239], [2.081, -0.524, 0.760], [3.311, 0.188, -0.495], [1.074, 1.892, 0.424], [1.259, 1.568, -1.393], [-1.072, 0.935, -0.530], [-0.787, 0.315, 2.066], [-0.390, -1.367, 1.186], [-2.603, -1.091, -0.304], [-3.040, -1.046, 1.336], [-3.703, 1.298, 1.765]], "lowdin_charge": [0.17, -0.08, -0.17, -0.16, -0.29, -0.50, 0.72, 0.15, 0.16, 0.13, 0.14, 0.13, 0.14, 0.14, 0.04, 0.17, 0.11, 0.07, 0.08, -0.14], "charge": 1, "spin_multiplicity": 1, "lumo_ev": -3.490, "homo_lumo_gap_ev": 8.91, "smiles": "[NH3+]CCNCCS", "e_above_lowest_kcal_mol": 89.9}


[9]
{"formula": "C4H13N3", "method": "ωB97M-V with the def2-TZVPD basis set", "elements": ["N", "C", "C", "N", "C", "C", "N", "H", "H", "H", "H", "H", "H", "H", "H", "H", "H", "H", "H", "H"], "coordinates": [[0.873, -1.372, 2.475], [0.403, -1.923, 1.186], [0.874, -1.155, -0.029], [0.568, 0.265, 0.039], [-0.862, 0.572, -0.103], [-1.065, 1.930, -0.809], [-0.610, 1.991, -2.176], [0.659, -0.374, 2.425], [1.891, -1.349, 2.412], [0.835, -2.931, 1.120], [-0.658, -2.115, 1.252], [0.642, -1.601, -0.997], [1.978, -1.221, 0.015], [1.054, 0.785, -0.681], [-1.320, 0.676, 0.887], [-1.370, -0.177, -0.716], [-0.605, 2.721, -0.217], [-2.142, 2.085, -0.791], [-1.326, 1.776, -2.855], [0.181, 1.417, -2.435]], "lowdin_charge": [-0.01, -0.29, -0.26, -0.09, -0.23, -0.29, -0.01, 0.05, 0.06, 0.11, 0.10, 0.11, 0.12, 0.09, 0.11, 0.11, 0.10, 0.11, 0.06, 0.05], "spin_multiplicity": 1, "lumo_ev": 1.005, "homo_lumo_gap_ev": 10.12, "smiles": "NCCNCCN", "e_above_lowest_kcal_mol": 20.5}


[10]
{"formula": "C4H13N3", "method": "ωB97M-V with the def2-TZVPD basis set", "elements": ["C", "C", "C", "C", "N", "N", "N", "H", "H", "H", "H", "H", "H", "H", "H", "H", "H", "H", "H", "H"], "coordinates": [[-0.958, -0.849, 0.593], [0.858, 0.395, -0.468], [1.854, -0.041, -1.530], [-1.350, 0.080, 1.717], [0.373, -0.854, 0.248], [-1.723, -0.027, -0.819], [1.505, 1.330, 0.414], [0.622, -1.696, -0.260], [-1.382, -1.852, 0.681], [-0.511, 0.607, -0.952], [0.880, 1.738, 1.094], [-2.611, 0.423, -0.636], [-1.861, -0.687, -1.576], [2.290, 0.920, 0.921], [-1.122, 1.113, 1.461], [2.726, -0.557, -1.098], [1.394, -0.703, -2.268], [2.224, 0.839, -2.052], [-2.418, 0.000, 1.914], [-0.791, -0.178, 2.618]], "lowdin_charge": [-0.32, -0.50, -0.11, -0.07, -0.04, 0.00, 0.01, 0.10, 0.13, 0.15, 0.04, 0.06, 0.06, 0.07, 0.07, 0.07, 0.06, 0.07, 0.07, 0.08], "spin_multiplicity": 1, "lumo_ev": 0.922, "homo_lumo_gap_ev": 8.15, "e_above_lowest_kcal_mol": 63.7}


[11]
{"formula": "C4H13N3", "method": "ωB97M-V with the def2-TZVPD basis set", "elements": ["C", "C", "C", "N", "N", "C", "N", "H", "H", "H", "H", "H", "H", "H", "H", "H", "H", "H", "H", "H"], "coordinates": [[0.120, 1.183, -1.248], [-0.470, 0.333, -0.098], [-0.817, 1.228, 1.097], [-1.914, 2.151, 0.864], [0.537, -0.624, 0.339], [1.007, -1.536, -0.697], [1.634, -2.727, -0.184], [-0.316, 2.180, -1.221], [1.164, 1.320, -0.954], [0.023, 0.717, -2.219], [-1.382, -0.180, -0.456], [0.084, 1.795, 1.346], [-1.113, 0.566, 1.912], [-2.045, 2.444, -0.091], [-2.785, 1.827, 1.255], [0.200, -1.154, 1.134], [1.694, -1.021, -1.361], [0.183, -1.888, -1.328], [2.269, -2.525, 0.583], [0.930, -3.346, 0.203]], "lowdin_charge": [-0.06, -0.43, -0.26, 0.00, -0.06, -0.34, 0.00, 0.06, 0.09, 0.07, 0.14, 0.11, 0.11, 0.05, 0.06, 0.10, 0.11, 0.12, 0.07, 0.06], "spin_multiplicity": 1, "lumo_ev": 1.024, "homo_lumo_gap_ev": 9.97, "smiles": "C[C@H](CN)NCN", "e_above_lowest_kcal_mol": 14.1}


[12]
{"formula": "C4H13N3", "method": "ωB97M-V with the def2-TZVPD basis set", "elements": ["N", "C", "C", "C", "N", "C", "N", "H", "H", "H", "H", "H", "H", "H", "H", "H", "H", "H", "H", "H"], "coordinates": [[-1.043, -1.850, 1.433], [-0.953, -1.840, -0.061], [0.181, -1.015, -0.639], [0.082, 0.423, -0.083], [-1.116, 1.095, -0.522], [1.316, 1.222, -0.472], [1.571, 2.340, 0.401], [-0.626, -2.707, 1.775], [-2.028, -1.913, 1.639], [-1.885, -1.373, -0.388], [-0.930, -2.883, -0.366], [1.182, -1.357, -0.376], [0.080, -1.067, -1.722], [0.123, 0.268, 0.997], [-1.842, 1.024, 0.175], [-1.204, 1.974, -1.006], [2.189, 0.562, -0.459], [1.231, 1.589, -1.496], [2.162, 2.266, 1.203], [1.510, 3.241, -0.034]], "lowdin_charge": [-0.01, -0.28, -0.18, -0.43, 0.05, -0.27, 0.00, 0.06, 0.05, 0.10, 0.10, 0.10, 0.11, 0.12, 0.07, 0.07, 0.10, 0.12, 0.06, 0.06], "spin_multiplicity": 1, "lumo_ev": 1.173, "homo_lumo_gap_ev": 9.54, "smiles": "NCC[C@H](N)CN", "e_above_lowest_kcal_mol": 20.0}